Record 1
Density functional theory data (the ωB97M-V functional and the def2-TZVPD basis) for 2 unconnected molecules or ions with the total composition C3H8N2O2.

Results
Energy ... -379.13000 Eh
SMILES string ... O=C1NCCO1.N
Charge ... 0

Atoms and positions in Å:
O 0.0142 2.0984 0.0654
C -0.5188 1.0148 -0.0201
N -0.0303 -0.1160 -0.6060
C -0.9040 -1.2509 -0.4263
C -2.0377 -0.6315 0.4219
O -1.7589 0.7661 0.4842
H 0.9877 -0.1768 -0.6800
H -0.4057 -2.0746 0.0965
H -1.2744 -1.6316 -1.3853
H -2.0523 -1.0284 1.4421
H -3.0250 -0.7647 -0.0244
N 2.6331 0.7256 0.0216
H 2.1789 1.6086 -0.2106
H 3.6178 0.8009 -0.2136
H 2.5754 0.6601 1.0347

Formally, the Mulliken partial charges of the atoms, in units of the elementary charge, are as follows: O -0.615; C 0.491; N -0.139; C -0.389; C -0.283; O -0.354; H 0.410; H 0.260; H 0.229; H 0.237; H 0.258; N -0.762; H 0.228; H 0.218; H 0.210

Record 2
Density functional theory data (the ωB97M-V functional and the def2-TZVPD basis) for a molecular structure, C39H47IrN5S2.

Results
Expectation value of S² ... 6.08
Energy ... -2688.53799 Eh
Spin multiplicity ... 5
Charge ... +1

Atoms and positions in Å:
Ir 0.2948 -0.8500 0.6133
C 4.0868 1.2326 3.4434
S 3.5873 -0.4160 4.0002
C 2.1870 -0.6482 2.9619
S 2.4216 -0.5153 1.2239
N 1.0690 -1.0169 3.4822
N 0.0847 -1.1871 2.5668
C -0.9356 -2.0091 2.9143
C -1.7799 -2.4118 1.8865
C -2.8587 -3.3217 2.0551
C -3.6364 -3.6578 0.9907
C -3.3645 -3.0985 -0.2786
C -2.3062 -2.2429 -0.4031
N -1.5215 -1.8857 0.6303
H 4.9560 1.4995 4.0416
H 3.2932 1.9546 3.6240
H 4.3738 1.2310 2.3949
H -1.0174 -2.3495 3.9353
H -3.0437 -3.7265 3.0394
H -4.4583 -4.3482 1.1132
H -3.9648 -3.3385 -1.1420
H -2.0581 -1.8023 -1.3601
C 2.5873 0.8762 -4.8534
C 2.4188 0.5076 -3.3794
C 3.5902 1.0566 -2.5640
C 2.3376 -0.9919 -3.1255
C 3.1787 -1.8170 -3.8627
C 3.3474 -3.1508 -3.5427
C 2.6962 -3.6749 -2.4447
C 1.8201 -2.9072 -1.6842
C 1.1360 -3.5982 -0.5201
C 0.0068 -4.5053 -0.9933
C 2.1153 -4.3343 0.3918
C 1.6071 -1.5771 -2.0737
N 0.5788 -0.7623 -1.4338
C -0.2102 -0.1567 -2.2477
C -1.1329 0.9439 -1.9781
C -1.7246 1.4571 -3.1302
C -2.4840 2.6168 -3.1220
C -2.6590 3.3193 -1.9269
C -2.1111 2.8430 -0.7656
C -1.3532 1.6347 -0.7286
N -0.8807 1.1641 0.4204
C -1.0679 1.8983 1.6521
C -0.0388 2.7804 2.0391
C -0.0570 3.2488 3.3473
C -1.0948 2.9518 4.2149
C -2.1664 2.2326 3.7384
C -2.1911 1.6815 2.4526
C -3.5428 1.0490 2.0876
C -3.8020 0.6198 0.6457
C -3.9343 -0.1012 3.0244
C 0.9366 3.5210 1.1215
C 0.2317 4.7426 0.5083
C 1.7110 2.7847 0.0402
H 2.4428 1.9491 -4.9797
H 1.8680 0.3598 -5.4899
H 3.5882 0.6468 -5.2182
H 1.5094 1.0121 -3.0398
H 4.5255 0.6207 -2.9187
H 3.4922 0.8172 -1.5083
H 3.6571 2.1392 -2.6655
H 3.7448 -1.3975 -4.6801
H 4.0067 -3.7717 -4.1328
H 2.8533 -4.7101 -2.1778
H 0.6951 -2.8199 0.1321
H 0.4264 -5.3533 -1.5380
H -0.6786 -3.9906 -1.6667
H -0.5635 -4.8948 -0.1489
H 2.5307 -5.2163 -0.0955
H 1.5965 -4.6732 1.2891
H 2.9385 -3.6882 0.6948
H -0.1210 -0.4189 -3.3023
H -1.5600 0.9398 -4.0662
H -2.9203 2.9835 -4.0400
H -3.2316 4.2360 -1.9167
H -2.2659 3.3651 0.1689
H 0.7343 3.9139 3.6690
H -1.0932 3.3318 5.2263
H -3.0342 2.0986 4.3705
H -4.2439 1.8672 2.2895
H -3.0609 -0.0967 0.2897
H -3.8388 1.4585 -0.0475
H -4.7736 0.1274 0.6036
H -3.4661 -1.0295 2.7015
H -5.0136 -0.2511 2.9880
H -3.6529 0.0726 4.0604
H 1.6854 3.9207 1.8099
H -0.3182 4.4734 -0.3961
H 0.9747 5.4868 0.2215
H -0.4595 5.2094 1.2087
H 1.0729 2.2371 -0.6543
H 2.4265 2.0824 0.4609
H 2.2690 3.5182 -0.5424

Formally, the Mulliken partial charges of the atoms, in units of the elementary charge, are as follows: Ir 1.445; C -0.612; S -0.054; C 0.300; S -0.520; N -1.486; N 1.375; C -0.784; C 0.083; C -0.797; C -0.875; C -1.193; C -0.178; N 0.576; H 0.406; H 0.159; H 0.204; H 0.581; H 0.603; H 0.504; H 0.570; H 0.137; C -1.995; C 2.004; C -1.301; C 0.090; C -1.060; C -1.402; C -0.778; C 0.930; C 2.127; C -1.650; C -1.827; C -0.058; N 0.955; C -1.385; C 1.440; C -0.995; C -1.110; C -0.730; C -1.287; C 0.702; N 1.308; C -0.781; C 0.338; C -0.713; C -1.436; C -0.709; C 0.450; C 0.675; C -1.386; C -1.450; C 0.547; C -1.786; C -0.996; H 0.466; H 0.401; H 0.394; H -0.488; H 0.394; H 0.146; H 0.411; H 0.326; H 0.433; H 0.381; H -1.073; H 0.462; H 0.290; H 0.368; H 0.457; H 0.411; H 0.374; H 0.631; H 0.566; H 0.447; H 0.501; H 0.808; H 0.510; H 0.443; H 0.553; H 0.670; H 0.206; H 0.203; H 0.515; H 0.184; H 0.498; H 0.414; H 0.782; H 0.323; H 0.510; H 0.350; H 0.064; H -0.102; H 0.599

Record 3
Density functional theory data (the ωB97M-V functional and the def2-TZVPD basis) for 2 unconnected molecules or ions with the total composition CIN in a non-equilibrium geometry.

Results
Energy ... -390.16737 Eh
Charge ... 0

Atoms and positions in Å:
C -0.4502 -0.4892 0.7185
N 1.5238 0.7772 0.4464
I -1.0736 -0.2879 -1.1649

Formally, the Mulliken partial charges of the atoms, in units of the elementary charge, are as follows: C -0.102; N -0.180; I 0.281

Record 4
Density functional theory data (the ωB97M-V functional and the def2-TZVPD basis) for 2 unconnected molecules or ions with the total composition C3H7O3 in a non-equilibrium geometry.

Results
Energy ... -344.24377 Eh
Charge ... -1

Atoms and positions in Å:
C 0.6542 1.9887 -1.5478
O 0.3377 2.6552 -0.3031
H -0.3233 2.0812 0.0959
H -0.0842 1.2194 -1.7378
H 1.6092 1.4968 -1.6880
H 0.6562 2.8503 -2.2267
C -1.5872 -1.3374 0.3318
C -0.0620 -1.3249 0.5825
O 0.5179 -0.2579 0.2549
O 0.4360 -2.3327 1.1392
H -2.2479 -1.3177 1.2120
H -1.8796 -1.7314 -0.6569
H -1.8583 -0.3101 0.0215

Formally, the Mulliken partial charges of the atoms, in units of the elementary charge, are as follows: C -0.549; O -0.519; H 0.325; H 0.248; H 0.212; H 0.253; C -0.911; C 0.493; O -0.616; O -0.745; H 0.348; H 0.295; H 0.167

Record 5
Density functional theory data (the ωB97M-V functional and the def2-TZVPD basis) for a gas-phase ion, C5H14NS2 (charge +1) in a non-equilibrium geometry.

Results
Energy ... -1049.75777 Eh
SMILES string ... CCCSSCC[NH3+]
Charge ... +1

Atoms and positions in Å:
C 1.3829 3.4336 1.1190
C 1.3762 2.1263 1.8450
C 1.2996 0.8861 0.9852
S -0.4489 0.3643 0.6855
S -0.7841 -1.5636 0.9129
C -0.4848 -2.6753 -0.4716
C -1.0719 -2.4678 -1.8827
N -2.2746 -1.3806 -1.7418
H 2.3523 3.6316 0.6617
H 0.6689 3.3392 0.2708
H 1.2749 4.2968 1.7711
H 2.3081 2.1201 2.4296
H 0.5700 2.1366 2.5968
H 1.8723 1.0822 0.0750
H 1.8351 0.0519 1.4720
H -0.9664 -3.5390 -0.0261
H 0.5632 -3.0403 -0.5377
H -1.4154 -3.3669 -2.4611
H -0.5403 -1.9899 -2.6904
H -1.9285 -0.5569 -1.2196
H -2.6342 -1.0575 -2.6556
H -2.9543 -1.8314 -1.1380

Formally, the Mulliken partial charges of the atoms, in units of the elementary charge, are as follows: C -1.092; C -0.430; C -0.618; S -0.140; S -0.086; C -0.610; C -0.408; N -0.306; H 0.318; H 0.247; H 0.360; H 0.333; H 0.311; H 0.371; H 0.409; H 0.353; H 0.390; H 0.355; H 0.328; H 0.140; H 0.391; H 0.384

Record 6
Density functional theory data (the ωB97M-V functional and the def2-TZVPD basis) for a molecular structure, C6H12Cl6 in a non-equilibrium geometry.

Results
Energy ... -2996.73150 Eh
Charge ... 0

Atoms and positions in Å:
Cl -3.0457 0.3526 -0.5804
C -1.9048 0.9955 0.5805
C -0.7490 1.7638 -0.1034
Cl 0.1257 0.8345 -1.3104
H -1.5114 0.2438 1.2648
H -2.4539 1.6795 1.2276
H -0.0361 2.1658 0.6166
H -1.1080 2.6540 -0.6198
Cl 1.4599 -1.4113 1.1275
C 2.6440 -0.0669 0.7480
C 1.9736 1.3170 0.5282
Cl 1.1240 1.8384 2.0697
H 3.1466 -0.3753 -0.1688
H 3.4325 -0.0763 1.5005
H 1.2245 1.3354 -0.2634
H 2.7746 2.0042 0.2557
Cl -0.1374 -3.8619 -0.5863
C -0.1748 -2.0988 -0.5627
C -1.5612 -1.5199 -0.9764
Cl -1.8404 -1.9695 -2.6460
H 0.5818 -1.7475 -1.2643
H 0.0665 -1.8104 0.4604
H -1.6324 -0.4325 -0.9536
H -2.3986 -1.8142 -0.3438

Formally, the Mulliken partial charges of the atoms, in units of the elementary charge, are as follows: Cl -0.218; C -0.516; C -0.401; Cl -0.261; H 0.276; H 0.451; H 0.225; H 0.414; Cl -0.187; C -0.484; C -0.095; Cl -0.245; H 0.334; H 0.392; H 0.008; H 0.393; Cl -0.213; C -0.214; C 0.061; Cl -0.187; H 0.311; H 0.057; H -0.408; H 0.507